Molecular formula: C45H45Cl2IrN5O3Se2
Method: DFT, wB97M-V/def2-TZVPD

Computed properties:
* net charge: +2
* HOMO energy (spin up / spin down): -12.36 / -12.36 eV
* relative energy (zero: lowest compared OMol25 entry of this formula, charge and spin): 5.7 kcal/mol
* 2S+1: 2
* energy: -8068.42615 Eh

Positions of all 103 atoms, in Å:
Ir: 0.3379 -0.7796 -0.0513
C: -2.4869 0.9799 1.0150
C: -1.6551 1.5505 0.0722
C: -0.2168 1.2311 0.3710
C: -0.2383 0.4686 1.5902
C: -1.6601 0.3110 1.9299
C: -2.1245 -0.3356 3.1673
C: 0.7101 0.7067 2.7420
C: 0.7824 2.3067 0.0427
C: -2.0483 2.4683 -1.0130
C: -3.9812 1.0330 1.0833
H: -3.1508 -0.6916 3.0974
H: -2.1097 0.4393 3.9476
H: -1.4605 -1.1344 3.4902
H: 1.7342 0.8022 2.3927
H: 0.6617 -0.0898 3.4843
H: 0.4396 1.6385 3.2471
H: 0.8692 2.4445 -1.0348
H: 1.7647 2.0636 0.4324
H: 0.4564 3.2532 0.4852
H: -1.3879 2.3885 -1.8754
H: -1.9264 3.4909 -0.6324
H: -3.0883 2.3513 -1.3095
H: -4.4091 0.0369 1.2093
H: -4.4081 1.4621 0.1791
H: -4.3153 1.6405 1.9259
Se: -0.9331 -4.3917 -0.0983
Se: -2.4610 -2.9849 0.9074
C: -2.5901 -1.8058 -0.5934
C: -3.7866 -1.8048 -1.2922
C: -3.9047 -1.0592 -2.4537
C: -2.7937 -0.3694 -2.9017
C: -1.6331 -0.4112 -2.1526
N: -1.5276 -1.0820 -0.9875
C: 0.5612 -3.9280 1.0106
C: 1.2389 -4.9917 1.5899
C: 2.2535 -4.7346 2.4952
C: 2.5278 -3.4158 2.8146
C: 1.8275 -2.4163 2.1684
N: 0.8738 -2.6515 1.2523
H: -4.6028 -2.4159 -0.9341
H: -4.8340 -1.0456 -3.0077
H: -2.8117 0.2103 -3.8151
H: -0.7496 0.1267 -2.4736
H: 0.9380 -6.0041 1.3596
H: 2.7896 -5.5481 2.9653
H: 3.2802 -3.1531 3.5442
H: 2.0617 -1.3818 2.3523
Cl: 0.5877 2.6373 -3.7759
C: -0.6394 2.1136 -4.8920
C: -1.6544 3.0059 -5.1983
C: -2.6994 2.6160 -6.0186
C: -2.7221 1.3295 -6.5321
C: -1.6886 0.4579 -6.2388
Cl: -1.7551 -1.1557 -6.8796
C: -0.6056 0.8174 -5.4220
N: 0.3668 -0.1241 -5.0860
C: 1.7622 0.1092 -5.2512
C: 2.2543 1.1259 -6.0579
C: 3.6223 1.2977 -6.2090
C: 4.5062 0.4369 -5.5761
C: 4.0075 -0.5815 -4.7767
C: 2.6422 -0.7508 -4.5906
C: 2.1255 -1.8136 -3.6638
C: 1.4706 -1.2452 -2.4294
O: 1.3913 -0.0262 -2.2057
O: 0.9983 -2.0759 -1.5702
H: -1.6165 4.0034 -4.7825
H: -3.4903 3.3118 -6.2606
H: -3.5259 0.9988 -7.1748
H: 0.1022 -1.0470 -5.4054
H: 1.5649 1.7771 -6.5804
H: 3.9950 2.0889 -6.8457
H: 5.5729 0.5490 -5.7198
H: 4.6896 -1.2706 -4.2895
H: 2.9439 -2.4503 -3.3195
H: 1.4081 -2.4907 -4.1354
C: 6.3154 0.2308 -1.9729
N: 5.2131 -0.4699 -1.3379
N: 4.1882 0.2121 -0.7413
C: 3.3218 -0.6779 -0.1937
O: 2.2915 -0.2618 0.4609
C: 3.8324 -1.9594 -0.4620
C: 5.0080 -1.7841 -1.1696
C: 5.9574 -2.8107 -1.6824
C: 4.0720 1.6367 -0.8251
C: 4.4270 2.4020 0.2749
C: 4.3075 3.7819 0.2009
C: 3.8513 4.3744 -0.9695
C: 3.5083 3.5937 -2.0666
C: 3.6087 2.2120 -1.9994
H: 6.7392 0.9600 -1.2851
H: 5.9789 0.7327 -2.8790
H: 7.0735 -0.5057 -2.2211
H: 3.3873 -2.8993 -0.1874
H: 5.5662 -3.8032 -1.4738
H: 6.9317 -2.7227 -1.2001
H: 6.1036 -2.7198 -2.7595
H: 4.7908 1.9188 1.1731
H: 4.5808 4.3933 1.0500
H: 3.7705 5.4516 -1.0291
H: 3.1624 4.0608 -2.9797
H: 3.3198 1.5858 -2.8349